1.
Here is one molecule with the formula C4H9O2P from OMol25. Energies are from ωB97M-V/def2-TZVPD.

Atoms and positions in Å:
C (-1.2909, 0.4529, -0.0524)
C (-2.5146, 1.1652, 0.6800)
C (2.7081, -1.6463, 0.0212)
C (-1.2195, 0.0482, -1.3113)
O (-0.2395, 0.4210, 0.8594)
O (1.9332, -0.4898, -0.2513)
P (1.3680, 0.6640, 0.7797)
H (-2.3181, 2.2699, 0.4711)
H (-3.4015, 0.8226, 0.2783)
H (-2.5090, 0.8379, 1.6974)
H (2.3535, -2.5687, -0.3812)
H (2.5414, -1.7931, 1.1630)
H (3.7978, -1.5930, -0.1201)
H (-0.3679, -0.4086, -1.7106)
H (-2.0571, 0.2821, -1.8739)
H (1.2161, 1.5354, -0.2494)

Calculated values
* energy relative to the best compared isomer or geometry (same formula, charge and spin): 62.41 kcal per mole
* HOMO: -9.261 eV
* SMILES: C=C(C)OPOC
* electronic energy: -649.59243 Ha
* orbital gap: 10.274 eV
* total charge: 0
* M: 120.1 u


2.
Here is a 4-piece molecular cluster, C2H10O5 overall from OMol25. Energies are from ωB97M-V/def2-TZVPD.

Atoms and positions in Å:
H (0.6450, 0.4999, -1.7346)
O (1.8250, 0.8831, -1.2067)
O (-0.3326, 0.0419, -1.7789)
H (1.8481, 0.3307, -0.4029)
H (1.6013, 1.7487, -0.7949)
C (-0.6706, -0.4052, -0.6009)
O (0.0713, -0.3649, 0.3765)
C (-2.0718, -0.9532, -0.5621)
H (-2.3087, -1.6524, 0.2314)
H (-2.7421, -0.0798, -0.4591)
H (-2.2787, -1.4723, -1.4721)
O (1.2060, 2.9369, 0.6253)
H (1.8989, 3.5928, 0.5226)
H (1.3518, 2.5158, 1.4790)
O (-0.1164, -2.5593, 2.3240)
H (0.4797, -3.1376, 1.8385)
H (-0.4061, -1.9252, 1.6148)

Calculated values
* energy relative to the best compared isomer or geometry (same formula, charge and spin): 11.12 kcal per mole
* HOMO: -10.382 eV
* SMILES: CC(=O)O.O.O.O
* electronic energy: -458.42419 Ha
* orbital gap: 10.649 eV
* total charge: 0
* M: 114.1 u


3.
Here is one molecule with the formula C5H10N2O from OMol25. Energies are from ωB97M-V/def2-TZVPD.

Atoms and positions in Å:
C (-1.2972, 1.5092, 0.8143)
C (0.0289, -1.2300, 0.3162)
C (0.7737, 0.1597, 0.2463)
N (2.1720, 0.0373, 0.3958)
N (-1.1614, -0.5392, -1.7623)
C (-0.3377, -1.3369, -0.9911)
C (0.1606, 1.3092, 0.5622)
O (0.7718, -2.2711, 0.8490)
H (1.2599, -1.9096, 1.5987)
H (2.5725, -0.7319, -0.1251)
H (2.6745, 0.9000, 0.2317)
H (-1.5042, 0.3113, -1.3415)
H (-1.6724, -0.7656, -2.6011)
H (-0.1822, -2.3196, -1.4402)
H (0.7782, 2.1955, 0.6683)
H (-1.7540, 2.1025, 0.0207)
H (-1.8270, 0.5572, 0.7916)
H (-1.4561, 2.0219, 1.7666)

Calculated values
* energy relative to the best compared isomer or geometry (same formula, charge and spin): 70.50 kcal per mole
* HOMO: -7.254 eV
* SMILES: C/C=C(N)\C(O)=C/N
* electronic energy: -381.17308 Ha
* orbital gap: 8.235 eV
* total charge: 0
* M: 114.1 u


4.
Here is one molecule with the formula C9H8BrP from OMol25. Energies are from ωB97M-V/def2-TZVPD.

Atoms and positions in Å:
C (-1.3419, 1.1348, 1.0285)
C (-2.1132, 0.7519, -0.1250)
C (-0.2661, -0.5094, -1.0712)
C (-0.0543, 0.9345, 1.2651)
C (0.6219, -0.0378, -0.0828)
C (-1.6270, -0.0105, -1.1390)
C (0.2854, -1.5416, -1.9144)
C (1.5090, -1.9824, -1.5790)
C (0.8527, 1.2348, 2.3650)
P (2.1800, -0.9111, -0.2034)
Br (-2.7932, -0.4050, -2.5812)
H (-1.9129, 1.4998, 1.8820)
H (-3.1429, 1.2366, -0.1584)
H (-0.4001, -1.9421, -2.6953)
H (2.0532, -2.8314, -1.9551)
H (1.8645, 1.0829, 1.9713)
H (0.6552, 2.1842, 3.0353)
H (0.6927, 0.2486, 2.9595)
H (2.9369, -0.1368, -1.0018)

Calculated values
* energy relative to the best compared isomer or geometry (same formula, charge and spin): 0.00 kcal per mole
* HOMO: -8.449 eV
* SMILES: Cc1ccc(Br)c2cc[pH]c12
* electronic energy: -3263.00904 Ha
* orbital gap: 8.609 eV
* total charge: 0
* M: 227.0 u


5.
Here is C25H49AgF3N2O5 as an isolated structure from OMol25. Energies are from ωB97M-V/def2-TZVPD.

Atoms and positions in Å:
Ag (-0.7800, 0.2307, -0.1550)
C (-1.9877, -0.8717, -3.3971)
O (-0.9572, -0.0340, -3.9503)
O (-1.4168, -1.2499, -2.1593)
C (-3.4169, -0.1686, -3.3214)
F (-4.0957, -0.2238, -4.4525)
F (-4.3317, -0.6898, -2.4456)
F (-3.2911, 1.1023, -2.9382)
C (-0.9820, 0.4325, -5.3176)
C (0.4258, 0.9860, -5.5377)
H (0.7608, 1.0316, -6.5740)
H (0.3050, 2.0685, -5.4945)
H (1.2195, 0.7188, -4.8400)
H (-1.7000, 1.1646, -5.6873)
H (-1.1559, -0.3283, -6.0785)
H (-1.9958, -1.7075, -4.0967)
C (3.3973, -0.6099, 0.8589)
C (3.0344, -1.4057, -0.3382)
C (4.3631, -2.0555, -0.7762)
C (4.8805, -3.2752, 0.0233)
C (3.7310, -4.1936, 0.3957)
C (2.3867, -3.6544, 0.8753)
N (2.0070, -2.4525, -0.0172)
O (0.6849, -1.9203, 0.2654)
C (2.6240, -3.3398, 2.4294)
C (1.3108, -4.7067, 0.5563)
C (2.7091, -0.5613, -1.6094)
H (4.0050, -1.2961, 1.4487)
H (2.5294, -0.3743, 1.4749)
H (3.8896, 0.3412, 0.6560)
H (5.2109, -1.3706, -0.7677)
H (4.3981, -2.4751, -1.7816)
H (5.4103, -2.8654, 0.8833)
H (5.7155, -3.8480, -0.3800)
H (4.2624, -4.8096, 1.1212)
H (3.6188, -4.8598, -0.4597)
H (2.6138, -4.2240, 3.0669)
H (1.8073, -2.6834, 2.7299)
H (3.5172, -2.8039, 2.7503)
H (0.2993, -4.4254, 0.8492)
H (1.5660, -5.5929, 1.1374)
H (1.3792, -5.0737, -0.4678)
H (2.6775, -1.1855, -2.5024)
H (3.3654, 0.2907, -1.7869)
H (1.7090, -0.1288, -1.5778)
C (-0.7641, -0.6333, 3.0551)
C (-1.8252, 0.4973, 3.1711)
C (-0.9838, 1.6687, 3.7509)
C (-1.7548, 2.9675, 3.6696)
C (-2.1190, 3.1351, 2.0997)
C (-3.1045, 1.9690, 1.6180)
N (-2.3182, 0.7441, 1.8157)
O (-2.9541, -0.3341, 1.4101)
C (-4.4977, 1.9890, 2.2584)
C (-3.2378, 2.0969, 0.0984)
C (-2.8471, -0.1088, 4.2777)
H (-0.4593, -0.9514, 4.0521)
H (0.1774, -0.3660, 2.5755)
H (-1.1099, -1.5738, 2.6261)
H (-0.9002, 1.5748, 4.8336)
H (0.0360, 1.8435, 3.4081)
H (-1.2197, 3.7322, 4.2326)
H (-2.6913, 2.9892, 4.2269)
H (-1.2033, 3.0295, 1.5181)
H (-2.7439, 4.0071, 1.9067)
H (-4.6672, 2.0230, 3.3346)
H (-4.8700, 2.9768, 1.9866)
H (-5.0069, 1.1057, 1.8729)
H (-2.3696, 2.3512, -0.5095)
H (-3.5696, 1.1660, -0.3615)
H (-3.8753, 2.9679, -0.0530)
H (-3.8214, 0.3419, 4.0887)
H (-2.5912, -0.0292, 5.3343)
H (-3.1879, -1.1410, 4.1967)
H (-3.6868, -0.5465, 1.9929)
C (-0.3362, 3.9500, -2.2203)
C (0.7377, 2.9863, -1.6764)
O (0.4661, 2.1993, -0.7865)
C (2.1356, 2.9922, -2.3110)
H (-0.3231, 4.9275, -1.7381)
H (-1.3168, 3.5915, -1.9072)
H (-0.2389, 4.1175, -3.2929)
H (2.4257, 3.9335, -2.7778)
H (2.1640, 2.1143, -2.9565)
H (2.7487, 2.7934, -1.4319)

Calculated values
* HOMO (alpha / beta): -7.145 / -7.145 eV
* electronic energy: -1913.93777 Ha
* 2S+1: 2
* orbital gap (alpha / beta): 7.660 / 6.792 eV
* total charge: 0
* M: 622.5 u


6.
Here is one molecule with the formula C5H9N3O from OMol25. Energies are from ωB97M-V/def2-TZVPD.

Atoms and positions in Å:
C (1.3198, -0.1024, 2.1615)
C (1.7201, -0.1321, -0.1721)
C (-1.1607, 0.3938, -0.1971)
C (-2.4071, 1.2353, -0.3722)
C (-1.1142, -0.7457, -1.1010)
H (2.1614, 0.3911, 2.2680)
H (1.6200, -1.1650, 2.2199)
H (0.5323, 0.2638, 2.9074)
H (1.2682, -0.1562, -1.2385)
H (3.0911, -0.7819, 0.8513)
H (-3.2397, 0.6918, -0.7436)
H (-2.3671, 1.6160, 0.7437)
H (-2.1252, 2.1033, -1.1413)
H (-0.5131, -1.6280, -0.7314)
N (0.8426, 0.0727, 0.8102)
N (2.9809, -0.5749, -0.1582)
N (-0.3739, 0.5767, 0.7692)
O (-1.8403, -0.7189, -2.1248)

Calculated values
* energy relative to the best compared isomer or geometry (same formula, charge and spin): 104.90 kcal per mole
* HOMO: -8.790 eV
* SMILES: [H]/N=C\N(C)/N=C(/C)C=O
* electronic energy: -435.29056 Ha
* orbital gap: 8.231 eV
* total charge: 0
* M: 127.1 u


7.
Here is a 2-piece molecular cluster, CH6N3 overall from OMol25. Energies are from ωB97M-V/def2-TZVPD.

Atoms and positions in Å:
C (-0.0292, -0.7022, 0.2988)
N (0.7626, 0.1431, -0.2486)
N (0.3446, -1.9000, 0.6888)
N (0.3625, 1.3710, -0.6183)
H (-1.0854, -0.4113, 0.4318)
H (-0.3026, -2.5424, 1.1158)
H (1.2990, -2.2017, 0.5510)
H (0.6510, 2.1214, 0.0229)
H (-1.1755, 1.5461, -0.6821)
H (0.6147, 1.5825, -1.5910)

Calculated values
* energy relative to the best compared isomer or geometry (same formula, charge and spin): 92.28 kcal per mole
* HOMO: -14.776 eV
* electronic energy: -205.61036 Ha
* orbital gap: 9.343 eV
* total charge: +1
* M: 60.1 u


8.
Here is one molecule with the formula CO4S2 from OMol25. Energies are from ωB97M-V/def2-TZVPD.

Atoms and positions in Å:
C (-1.1094, 1.4963, -0.1710)
O (-1.4945, -1.1481, 0.9280)
O (0.2385, -0.7864, -0.7816)
O (2.1083, -0.5908, 0.9922)
O (-0.0192, 1.8403, -0.2731)
S (-1.3838, -0.5678, -0.3849)
S (1.6602, -0.2435, -0.3096)

Calculated values
* energy relative to the best compared isomer or geometry (same formula, charge and spin): 76.37 kcal per mole
* HOMO (alpha / beta): -8.822 / -8.616 eV
* electronic energy: -1135.31132 Ha
* orbital gap (alpha / beta): 7.828 / 6.726 eV
* total charge: 0
* M: 140.1 u


| no. | F_max (eV/A) |
| --- | --- |
| 1 | 4.44 |
| 2 | 1.62 |
| 3 | 4.46 |
| 4 | 6.95 |
| 5 | 5.64 |
| 6 | 5.82 |
| 7 | 5.23 |
| 8 | 2.64 |